20
Properties=species:S:1:pos:R:3:nbo_charge:R:1 method="wB97M-V/def2-TZVPD" smiles=CC[N@@H+]1CNC[NH2+]1 de_lowest_kj_mol=489.8 total_energy_ev=-8808.501 total_charge=+2 e_homo_ev=-19.735 spin_multiplicity=1 gap_ev=11.782
C 2.315 -0.457 0.032 -0.68
C 1.350 0.697 0.252 -0.30
N 0.088 0.503 -0.450 -0.18
C -1.210 1.257 -0.011 -0.07
N -2.249 0.300 -0.127 -0.58
C -1.720 -0.863 0.380 -0.07
N -0.295 -0.938 -0.278 -0.41
H 2.068 -1.363 0.655 0.22
H 2.262 -0.954 -0.958 0.24
H 3.448 -0.280 0.290 0.34
H 1.779 1.700 -0.023 0.30
H 1.177 0.853 1.414 0.27
H 0.205 0.597 -1.433 0.45
H -1.446 2.135 -0.641 0.29
H -0.976 1.557 1.000 0.23
H -2.896 0.508 -0.822 0.45
H -1.550 -0.650 1.477 0.24
H -2.342 -1.726 0.173 0.29
H 0.521 -1.450 0.191 0.49
H -0.531 -1.424 -1.122 0.46